#w
{"formula": "C4H11N3O2", "method": "ωB97M-V/def2-TZVPD", "spin_multiplicity": 1, "smiles": "[H]/N=C(/N)NC.CC(=O)O", "e_homo_ev": -8.908, "species": ["H", "N", "C", "N", "N", "C", "H", "H", "H", "H", "H", "H", "C", "C", "O", "O", "H", "H", "H", "H"], "positions_angstrom": [[-0.663, -0.424, -1.700], [-0.133, -0.504, -0.841], [-0.761, -0.894, 0.193], [-0.158, -0.835, 1.404], [-2.023, -1.446, 0.219], [-3.043, -1.114, -0.742], [-0.634, -1.218, 2.200], [0.846, -0.819, 1.499], [-2.398, -1.930, 1.015], [-3.753, -1.945, -0.790], [-2.631, -1.111, -1.754], [-3.567, -0.163, -0.589], [2.364, 2.466, 0.209], [2.445, 0.955, 0.202], [2.448, 0.279, 1.196], [2.608, 0.436, -1.019], [2.606, 2.848, -0.780], [3.143, 2.849, 0.873], [1.368, 2.777, 0.507], [1.936, -0.208, -1.300]]}



#x
{"formula": "C4H11N3O2", "method": "ωB97M-V/def2-TZVPD", "spin_multiplicity": 1, "e_homo_ev": -8.725, "species": ["C", "C", "O", "O", "H", "H", "H", "C", "C", "N", "N", "N", "H", "H", "H", "H", "H", "H", "H", "H"], "positions_angstrom": [[-1.926, -2.113, 2.168], [-1.425, -1.000, 1.279], [-1.061, -1.264, 0.093], [-1.256, 0.131, 1.796], [-2.542, -1.643, 2.948], [-1.108, -2.672, 2.604], [-2.609, -2.735, 1.604], [1.547, -0.369, -2.035], [0.673, 1.303, -0.532], [0.722, 0.066, -0.929], [1.577, 2.228, -1.041], [-0.084, 1.589, 0.546], [-0.231, -0.606, -0.499], [1.533, 0.209, -2.954], [1.144, -1.312, -2.363], [2.124, 2.112, -1.874], [1.418, 3.200, -0.834], [-0.675, 0.797, 1.072], [-0.408, 2.535, 0.652], [2.586, -0.457, -1.702]]}



#y
{"formula": "C4H11N3O2", "method": "ωB97M-V/def2-TZVPD", "spin_multiplicity": 1, "smiles": "[H]/N=C(/N)NC.CC(=O)O", "e_homo_ev": -8.738, "species": ["H", "N", "C", "N", "N", "C", "H", "H", "H", "H", "H", "H", "C", "C", "O", "O", "H", "H", "H", "H"], "positions_angstrom": [[-0.786, -1.233, 0.493], [-1.697, -1.385, 0.910], [-2.221, -0.344, 1.397], [-3.569, -0.366, 1.683], [-1.778, 1.035, 1.302], [-1.672, 1.463, -0.099], [-4.013, -1.247, 1.486], [-4.099, 0.237, 2.247], [-0.878, 1.131, 1.752], [-1.330, 0.647, -0.732], [-0.835, 2.169, -0.140], [-2.508, 2.016, -0.511], [3.635, -0.898, -1.796], [2.467, -0.355, -1.013], [1.354, -0.302, -1.452], [2.709, 0.162, 0.212], [3.579, -0.414, -2.770], [3.424, -1.946, -2.002], [4.594, -0.769, -1.315], [3.625, 0.399, 0.349]]}



#z
{"formula": "C4H11N3O2", "method": "ωB97M-V/def2-TZVPD", "spin_multiplicity": 1, "smiles": "N/N=C/OC=O.CCN", "e_homo_ev": -9.056, "species": ["N", "N", "C", "O", "C", "O", "H", "H", "H", "H", "C", "C", "N", "H", "H", "H", "H", "H", "H", "H"], "positions_angstrom": [[2.003, -0.004, -2.332], [0.861, 0.215, -1.588], [0.822, 1.269, -0.900], [-0.357, 1.518, -0.216], [-0.389, 2.605, 0.582], [0.514, 3.375, 0.763], [2.852, 0.388, -1.898], [2.094, -0.996, -2.491], [1.586, 2.025, -0.774], [-1.377, 2.670, 1.034], [-1.394, -0.660, 1.454], [-0.199, -1.321, 0.765], [-0.532, -2.303, -0.262], [-1.072, 0.057, 2.208], [-2.022, -0.133, 0.726], [-2.024, -1.414, 1.953], [0.425, -0.556, 0.312], [0.429, -1.824, 1.511], [-1.111, -3.044, 0.142], [-1.110, -1.867, -0.988]]}



Referenced to the most stable arrangement, the calculated values in hartree are #w 0.0000; #x 0.0099; #y 0.0287; #z 0.0764.



#w
{"formula": "C3H3NOS", "method": "ωB97M-V/def2-TZVPD", "spin_multiplicity": 1, "smiles": "N#CC(=S)CO", "e_homo_ev": -10.056, "species": ["N", "C", "C", "S", "C", "O", "H", "H", "H"], "positions_angstrom": [[1.166, -1.672, 2.116], [0.515, -1.037, 1.375], [-0.221, -0.086, 0.625], [-1.716, 0.294, 1.101], [0.339, 0.292, -0.730], [-0.440, 1.129, -1.477], [0.481, -0.700, -1.125], [1.242, 0.854, -0.626], [-1.367, 0.927, -1.259]]}



#x
{"formula": "C3H3NOS", "method": "ωB97M-V/def2-TZVPD", "spin_multiplicity": 1, "smiles": "O=C/N=C\\C=S", "e_homo_ev": [-8.690, -8.691], "species": ["O", "C", "N", "C", "C", "S", "H", "H", "H"], "positions_angstrom": [[-1.157, -0.248, -1.658], [-1.283, -0.553, -0.501], [-0.402, -1.049, 0.400], [0.617, -0.357, 0.749], [1.118, 0.820, 0.095], [0.947, 1.248, -1.495], [-2.332, -0.479, -0.136], [0.966, -0.793, 1.732], [1.527, 1.410, 0.813]]}



Referenced to the most stable arrangement, the calculated values in hartree are #w 0.0000; #x 0.0428.